(1)
24
Properties=species:S:1:pos:R:3:forces:R:3:nbo_charge:R:1 method="wB97M-V/def2-TZVPD" e_lumo_ev=0.9 homo_energy_ha=-0.321 max_force_ev_per_a=1.2 relative_energy_ev=0.896 e_tot_ha=-426.53987 mol_weight_g_mol=138.2 smiles=Cc1ccc(O)cc1.CC
O 0.4167 1.4410 5.0404 -0.2 0.1 -0.1 -0.712
C 0.4964 0.2265 -0.4448 -0.7 0.0 -0.7 -0.630
C 0.3498 0.3640 1.0435 0.7 0.3 0.0 -0.050
C 0.3893 1.2099 3.6585 0.5 0.1 1.0 0.269
C 1.5984 0.8163 3.0600 -0.9 -0.8 0.1 -0.242
C -0.7665 0.9434 1.6030 0.0 0.3 0.1 -0.186
C -0.7854 1.3031 2.9650 -0.2 -0.9 -0.5 -0.266
C 1.5023 0.1852 1.8430 0.2 0.6 -0.4 -0.182
C -1.5693 -1.4094 -3.6840 0.5 0.2 -0.7 -0.611
C -0.0736 -1.3184 -4.0452 -0.4 -0.5 0.0 -0.607
H 0.2467 0.5990 5.4879 0.1 0.3 -0.2 0.480
H 2.5209 0.9025 3.6094 0.1 -0.3 0.2 0.225
H -1.6796 -1.6536 -2.6288 -0.4 0.4 0.0 0.205
H -1.7129 1.4504 3.5036 0.1 0.5 -0.1 0.225
H -2.0173 -0.4683 -4.0090 -0.2 0.1 0.7 0.204
H -1.5924 1.1740 0.9373 -0.2 -0.1 0.3 0.208
H 1.4738 0.5534 -0.7823 0.2 0.0 0.0 0.218
H 0.0481 -1.5374 -5.0995 0.2 0.1 -0.3 0.204
H 0.5271 -2.0553 -3.5084 0.0 0.1 0.1 0.200
H 0.3145 -0.3220 -3.8469 0.1 0.0 0.1 0.202
H -2.1082 -2.1370 -4.2908 0.2 -0.4 0.2 0.204
H 0.3078 -0.7445 -0.8857 0.2 -0.6 0.3 0.218
H 2.3530 -0.3648 1.4496 0.0 0.4 -0.2 0.209
H -0.2398 0.8419 -0.9758 0.1 0.2 0.3 0.216

(2)
24
Properties=species:S:1:pos:R:3:forces:R:3:nbo_charge:R:1 method="wB97M-V/def2-TZVPD" e_lumo_ev=0.9 homo_energy_ha=-0.317 max_force_ev_per_a=1.7 relative_energy_ev=0.455 e_tot_ha=-426.55608 mol_weight_g_mol=138.2 smiles=Cc1ccc(O)cc1.CC
O 0.2279 1.8050 -1.6945 0.6 0.4 -0.1 -0.699
C 0.5287 0.6283 -1.0483 -0.5 -0.1 0.3 0.289
C -3.2739 1.7259 1.3879 1.1 -0.2 0.3 -0.602
C 1.0820 -1.8542 0.1112 0.9 0.4 -0.9 -0.061
C 1.8562 0.3225 -0.7386 -1.5 -0.3 -0.6 -0.257
C 2.0811 -0.9524 -0.2563 1.2 0.6 0.5 -0.181
C 1.4858 -3.1991 0.6038 -1.1 -1.0 0.5 -0.627
C -0.2115 -1.5173 -0.2254 -0.8 0.4 0.3 -0.180
C -0.5082 -0.2744 -0.7879 1.0 0.4 0.0 -0.278
C -1.9900 2.4765 1.8079 -0.6 -0.5 0.0 -0.601
H -1.6068 3.0190 0.9470 0.0 0.4 0.2 0.187
H 1.9828 -3.7499 -0.1924 0.4 -0.1 0.2 0.222
H -4.0210 2.4417 1.0629 -0.2 -0.1 -0.1 0.203
H 2.0298 -3.2143 1.5488 0.5 0.3 -0.3 0.222
H 3.1426 -1.1741 -0.1582 -0.2 -0.5 0.4 0.207
H -0.9989 -2.2338 -0.0172 -0.1 0.1 0.0 0.209
H -3.0100 1.0178 0.6032 -0.3 0.1 -0.2 0.197
H -2.2418 3.1233 2.6471 0.3 0.3 -0.2 0.205
H -1.1924 1.8069 2.1299 -0.1 -0.1 0.0 0.208
H 2.6329 1.0290 -0.9785 0.2 0.0 0.0 0.226
H -3.6534 1.1249 2.2141 -0.2 0.1 0.0 0.203
H 0.6070 -3.8026 0.8715 -0.1 0.2 -0.3 0.211
H -0.4678 2.2990 -1.2569 -0.2 -0.2 0.2 0.481
H -1.4816 0.1016 -1.0718 -0.3 -0.6 0.1 0.214

(3)
24
Properties=species:S:1:pos:R:3:forces:R:3:nbo_charge:R:1 method="wB97M-V/def2-TZVPD" e_lumo_ev=0.9 homo_energy_ha=-0.287 max_force_ev_per_a=5.0 relative_energy_ev=2.392 e_tot_ha=-426.48489 mol_weight_g_mol=138.2 smiles="C=C1C=C(OC)C[C@@H](C)C1"
O 0.8265 2.1455 1.3149 1.0 0.9 1.9 -0.533
C -0.3333 2.9151 1.6002 -1.2 -0.3 -2.0 -0.253
C 0.0474 -2.5896 1.7175 -0.8 1.5 -0.3 -0.405
C 0.5470 0.9546 0.7899 -2.2 -3.6 2.8 0.363
C -0.1430 -1.6589 -0.5562 0.8 1.6 -0.1 -0.453
C -0.3558 -0.2889 -1.2130 -0.9 0.5 -1.4 -0.184
C 0.1729 -0.1342 1.5918 0.9 1.6 -3.0 -0.314
C 0.5809 0.8047 -0.6514 0.3 0.3 -2.3 -0.490
C -0.0079 -1.4693 0.9259 0.5 -1.9 2.8 -0.005
C -0.0279 -0.4305 -2.7414 -1.3 1.1 -0.1 -0.610
H -0.4724 3.3454 0.5890 -1.2 0.3 0.7 0.176
H -0.9335 -2.3359 -0.7952 -0.8 -0.3 0.0 0.227
H 0.3187 1.7736 -1.2372 0.8 -1.4 1.2 0.226
H -0.1017 -2.5391 2.7945 0.6 0.3 -0.1 0.190
H -0.1590 0.5231 -3.3145 -0.1 -0.6 0.6 0.206
H 0.2054 -0.0255 2.6706 -0.1 -0.3 -0.1 0.224
H -1.4572 0.0905 -1.0694 1.9 -0.8 -0.2 0.205
H -0.2566 3.7252 2.2938 1.0 0.3 0.6 0.197
H 0.7356 -2.1320 -1.0211 0.1 0.3 0.4 0.217
H -1.1957 2.2938 1.9449 0.7 0.3 -0.5 0.187
H -0.6777 -1.1675 -3.2453 0.3 0.1 0.3 0.211
H 1.6375 0.4743 -0.8325 -0.6 0.6 -0.6 0.226
H 0.0418 -3.5981 1.3411 -0.1 -0.1 -0.5 0.189
H 1.0081 -0.6764 -2.8970 0.5 -0.4 0.1 0.204

(4)
24
Properties=species:S:1:pos:R:3:forces:R:3:nbo_charge:R:1 method="wB97M-V/def2-TZVPD" e_lumo_ev=0.9 homo_energy_ha=-0.309 max_force_ev_per_a=1.1 relative_energy_ev=0.224 e_tot_ha=-426.56455 mol_weight_g_mol=138.2 smiles=Cc1ccc(O)cc1.CC
O 0.7677 3.5108 0.2377 -0.2 0.3 0.0 -0.677
C 0.2363 2.3148 0.6521 0.2 0.3 0.0 0.301
C -0.6677 -0.1850 1.4400 0.4 -0.5 0.1 -0.059
C 0.6793 0.1572 1.6010 0.0 0.6 0.0 -0.185
C 0.1513 -0.8690 -2.3807 1.0 0.3 0.4 -0.616
C -1.0950 -1.5839 1.7790 -0.1 0.1 0.1 -0.622
C -1.1066 2.0056 0.5275 0.3 -0.1 0.1 -0.292
C 1.2674 -1.9113 -2.1748 -0.4 0.2 -0.8 -0.607
C -1.5457 0.7402 0.9188 -0.3 0.3 -0.3 -0.184
C 1.1330 1.4081 1.2095 -0.2 -0.4 0.0 -0.260
H -2.5832 0.4469 0.7686 0.1 0.2 0.1 0.211
H -2.0545 -1.8491 1.3355 0.1 0.0 0.0 0.214
H -1.7521 2.7720 0.1220 -0.3 -0.2 -0.1 0.208
H 0.6151 0.0620 -2.7161 -0.3 -0.1 -0.5 0.204
H -0.3310 -2.2782 1.4602 0.1 -0.3 -0.3 0.215
H 0.0830 4.1352 -0.0525 0.2 -0.5 0.2 0.479
H 1.0655 -2.5038 -1.2948 0.2 -0.3 0.2 0.200
H 1.3616 -2.5557 -3.0518 -0.1 -0.2 0.2 0.200
H -0.6153 -1.2079 -3.0793 0.0 0.2 0.3 0.204
H 2.1759 1.6692 1.2987 0.1 0.1 0.0 0.224
H -1.1630 -1.7281 2.8489 -0.2 0.0 0.4 0.216
H 1.3871 -0.5350 2.0594 -0.2 0.0 -0.2 0.212
H 2.2306 -1.4290 -2.1024 0.3 0.2 0.4 0.203
H -0.2398 -0.5861 -1.4066 -0.5 -0.2 0.0 0.212

(5)
24
Properties=species:S:1:pos:R:3:forces:R:3:nbo_charge:R:1 method="wB97M-V/def2-TZVPD" e_lumo_ev=0.9 homo_energy_ha=-0.302 max_force_ev_per_a=2.2 relative_energy_ev=0.953 e_tot_ha=-426.53778 mol_weight_g_mol=138.2 smiles=Cc1ccc(O)cc1.CC
O 2.9166 -1.2370 1.7968 -1.2 0.3 -0.3 -0.660
C 0.9851 1.7148 -2.5632 0.3 -1.8 0.3 -0.632
C 2.3076 -0.2316 -1.6085 0.2 -0.9 0.6 -0.197
C -3.8725 -0.1601 1.0953 1.3 0.4 -1.0 -0.615
C 1.3734 0.7769 -1.4251 -0.9 -0.1 0.2 -0.032
C 1.0294 0.0467 0.8640 0.8 -0.5 0.2 -0.305
C 0.5962 0.7608 -0.2326 1.4 0.6 -1.6 -0.199
C -2.5363 -0.7409 1.5887 -0.8 -0.9 0.9 -0.614
C 2.2161 -0.6980 0.7305 0.2 -0.4 0.2 0.300
C 2.7208 -1.0032 -0.5181 -0.6 0.6 -0.4 -0.268
H -3.5847 0.5248 0.2914 -0.4 0.2 0.0 0.201
H 0.4121 2.5507 -2.1703 0.0 0.1 -0.4 0.216
H 3.3238 -1.8903 -0.6105 0.5 0.2 -0.1 0.226
H -0.2667 1.3955 -0.3452 -0.4 0.0 0.9 0.214
H -1.7178 -0.6237 0.9000 0.2 0.1 -0.4 0.208
H 0.4271 1.0483 -3.2400 -0.3 0.8 -0.1 0.219
H 2.3839 -1.0017 2.5607 0.2 -0.2 0.5 0.471
H 2.6676 -0.5642 -2.5779 0.1 0.6 -0.1 0.212
H -2.6732 -1.8116 1.7684 0.2 0.0 0.0 0.203
H -2.2305 -0.3395 2.5532 0.0 0.3 0.0 0.200
H 1.8862 2.0037 -3.1038 -0.1 0.4 0.1 0.221
H 0.5015 -0.0293 1.8047 -0.2 0.4 0.1 0.215
H -4.4763 -0.9216 0.5994 -0.2 0.1 0.4 0.208
H -4.3894 0.4306 1.8421 -0.3 -0.3 0.1 0.210

(6)
24
Properties=species:S:1:pos:R:3:forces:R:3:nbo_charge:R:1 method="wB97M-V/def2-TZVPD" e_lumo_ev=0.9 homo_energy_ha=-0.306 max_force_ev_per_a=4.9 relative_energy_ev=1.452 e_tot_ha=-426.51942 mol_weight_g_mol=138.2 smiles=Cc1ccc(O)cc1.CC
O -0.6979 -1.0644 -4.1053 -1.1 0.7 1.3 -0.675
C -2.1371 -0.6044 -2.3426 -1.3 -0.6 -1.1 -0.232
C 2.4109 2.1003 1.5056 2.9 -3.2 -2.3 -0.602
C 0.0316 -1.4889 -1.7852 -0.9 0.7 0.4 -0.288
C -1.7109 -0.1495 1.3371 -0.3 -3.0 1.3 -0.622
C -2.5392 -0.4149 -1.0127 0.7 0.2 -2.5 -0.219
C -0.8583 -1.0637 -2.7186 -2.8 0.8 -1.3 0.276
C 2.5978 1.0019 2.5742 -4.3 -0.9 -1.1 -0.599
C -0.3233 -1.3108 -0.4513 -1.2 1.7 0.0 -0.195
C -1.5360 -0.6199 -0.0921 1.0 -1.3 1.4 -0.025
H 1.7228 1.1795 3.2799 1.1 -0.7 -0.5 0.195
H -2.7731 -0.4015 1.7531 1.9 0.4 -0.7 0.214
H -0.8909 -0.6761 1.9809 -1.6 1.1 -0.8 0.210
H 0.3840 -1.4950 0.3346 0.2 -0.2 0.2 0.211
H 0.0669 -1.5357 -4.3446 1.6 -1.0 -0.4 0.471
H 3.4621 1.0063 3.1207 2.3 0.6 1.3 0.202
H 0.9524 -1.7537 -2.1955 1.7 -0.9 0.2 0.210
H -2.8956 -0.5390 -3.1845 1.1 0.3 1.1 0.220
H 2.2926 2.9785 2.0020 -0.8 2.7 1.0 0.200
H -3.5699 -0.0497 -0.8759 0.8 -0.2 0.6 0.226
H -1.5839 0.8962 1.3806 0.2 1.3 0.2 0.216
H 2.5290 -0.0562 2.1911 -0.2 1.1 0.1 0.198
H 3.3978 2.1904 0.9373 -1.2 0.0 0.5 0.192
H 1.6683 1.8705 0.7110 0.1 0.3 0.9 0.214

| no. | Kohn-Sham gap (eV) |
| --- | --- |
| 1 | 9.67 |
| 2 | 9.50 |
| 3 | 8.74 |
| 4 | 9.27 |
| 5 | 9.09 |
| 6 | 9.18 |